w.
Formula: C8H12N2
Source: the OMol25 dataset
Level of theory: the ωB97M-V functional and the def2-TZVPD basis

Computed properties:
SMILES	CC1(C)[C@H]2CC[C@H](C#N)N21
spin multiplicity	1
gap between HOMO and LUMO	10.171	eV
LUMO level	0.735	eV
E_HOMO	-9.44	eV

Cartesian coordinates (Å):
C -1.64 -0.34 1.92
C -0.63 -0.40 0.78
C -0.53 -1.79 0.19
C 0.57 0.49 0.92
C 1.78 0.27 0.06
C 1.32 0.34 -1.41
C -0.18 0.76 -1.38
C -0.33 2.09 -1.94
N -0.44 3.14 -2.37
N -0.66 0.81 -0.02
H -2.57 -0.80 1.61
H -1.83 0.70 2.18
H -1.26 -0.87 2.79
H 0.24 -1.88 -0.57
H -1.49 -2.07 -0.24
H -0.30 -2.48 1.00
H 0.64 1.13 1.78
H 2.24 -0.70 0.28
H 2.51 1.04 0.27
H 1.90 1.08 -1.96
H 1.44 -0.62 -1.92
H -0.80 0.08 -1.98

The molecule's Löwdin atomic charges, reported in e, are given here: C -0.03; C -0.52; C -0.01; C -0.12; C -0.13; C -0.12; C -0.31; C -0.19; N 0.16; N 0.05; H 0.08; H 0.08; H 0.08; H 0.07; H 0.09; H 0.09; H 0.13; H 0.11; H 0.11; H 0.11; H 0.10; H 0.15

x.
Formula: C8H12N2
Source: the OMol25 dataset
Level of theory: the ωB97M-V functional and the def2-TZVPD basis

Computed properties:
SMILES	CC(C)=C=C=N.CCC#N
spin multiplicity	1
gap between HOMO and LUMO (spin up / spin down)	8.759 / 8.759	eV
LUMO level (spin up / spin down)	-0.087 / -0.087	eV
E_HOMO (spin up / spin down)	-8.85 / -8.85	eV

Cartesian coordinates (Å):
C 2.26 0.59 1.74
C 2.09 0.32 0.17
C 2.30 1.68 -0.57
C 1.30 -0.70 -0.19
C 0.71 -1.74 -0.48
N 0.12 -2.84 -0.61
H 2.81 -0.23 2.14
H 1.27 0.64 2.17
H 2.77 1.53 1.91
H 3.31 1.93 -0.45
H 1.75 2.51 -0.24
H 2.00 1.53 -1.63
H -0.13 -2.99 -1.57
C -2.32 -1.88 1.54
C -2.35 -0.83 0.60
C -1.64 0.33 1.02
N -0.86 1.16 1.20
H -2.63 -1.74 2.56
H -1.27 -2.18 1.80
H -2.83 -2.75 1.13
H -3.45 -0.51 0.30
H -1.75 -1.25 -0.26

The molecule's Löwdin atomic charges, reported in e, are given here: C -0.04; C -0.21; C -0.05; C -0.03; C -0.23; N 0.11; H 0.06; H 0.04; H 0.06; H 0.06; H 0.06; H 0.08; H 0.05; C -0.16; C -0.30; C -0.22; N 0.18; H 0.08; H 0.10; H 0.09; H 0.17; H 0.11

Unit: kJ/mol. Relative energies: w 0.0; x 258.9.